[1]
{
  "formula": "C2H2F3NO",
  "method": "ωB97M-V/def2-TZVPD",
  "symbols": ["O", "C", "F", "F", "F", "H", "C", "N", "H"],
  "positions_angstrom": [[-0.13, -1.24, 0.07], [-1.32, -0.68, -0.01], [-1.85, -0.98, -1.31], [-2.21, -1.16, 0.75], [-1.41, 0.74, 0.46], [-0.08, -2.21, -0.08], [2.36, 1.87, -0.01], [2.08, 0.77, -0.10], [2.56, 2.88, 0.23]],
  "lowdin_charge": [0.132, -0.626, 0.059, 0.202, 0.021, 0.163, -0.066, 0.071, 0.044],
  "lumo_energy_ha": 0.022,
  "relative_energy_kj_mol": 206.9,
  "total_energy_ha": -506.95526,
  "homo_energy_ev": -12.73
}

[2]
{
  "formula": "C2H2F3NO2",
  "method": "ωB97M-V/def2-TZVPD",
  "symbols": ["C", "C", "N", "O", "O", "F", "F", "F", "H", "H"],
  "positions_angstrom": [[0.81, -0.15, -0.10], [-0.54, -0.03, -0.88], [0.96, -1.38, 0.62], [-0.06, -1.97, 0.95], [2.13, -1.65, 0.78], [1.98, 0.26, -0.66], [-0.37, -0.43, -2.15], [-1.02, 1.21, -1.07], [0.38, 1.14, 1.59], [-1.23, -0.50, -0.30]],
  "lowdin_charge": [-0.127, -0.344, -0.381, 0.082, 0.131, 0.106, 0.106, 0.067, 0.246, 0.114],
  "lumo_energy_ha": [-0.069, -0.094],
  "relative_energy_kj_mol": 794.1,
  "total_energy_ha": -581.97027,
  "homo_energy_ev": [-11.16, -11.82]
}

[3]
{
  "formula": "C2H2F3NO2",
  "method": "ωB97M-V/def2-TZVPD",
  "symbols": ["C", "C", "N", "O", "O", "F", "F", "F", "H", "H"],
  "positions_angstrom": [[-0.94, 0.04, -0.25], [0.18, 0.03, -1.26], [0.72, -0.18, 1.94], [1.14, 0.86, 2.27], [0.66, -1.28, 2.35], [-1.41, 1.22, 0.05], [-0.29, -0.38, -2.56], [1.21, -0.75, -1.01], [-1.65, -0.71, -0.07], [0.38, 1.15, -1.46]],
  "mulliken_spin": [0.846, 0.004, 0.453, 0.267, 0.281, 0.078, 0.036, 0.013, 0.021, 0.002],
  "lumo_energy_ha": [0.009, -0.067],
  "relative_energy_kj_mol": 6.1,
  "total_energy_ha": -582.02731,
  "spin_multiplicity": 3,
  "homo_energy_ev": [-9.01, -12.48]
}

[4]
{
  "formula": "C2H2F3NO4S",
  "method": "ωB97M-V/def2-TZVPD",
  "symbols": ["N", "C", "O", "O", "S", "O", "O", "C", "F", "F", "F", "H", "H"],
  "positions_angstrom": [[-2.14, 0.16, 0.04], [-1.20, 0.29, 1.08], [-1.17, 1.28, 1.70], [-0.31, -0.76, 1.40], [0.82, -1.04, 0.25], [2.01, -1.43, 0.92], [0.45, -2.07, -0.68], [1.26, 0.48, -0.72], [2.21, 0.09, -1.57], [0.27, 0.99, -1.45], [1.83, 1.38, 0.07], [-1.76, -0.45, -0.68], [-2.28, 1.09, -0.36]],
  "lowdin_charge": [0.176, -0.614, 0.172, -0.073, 0.728, -0.217, -0.226, -0.660, 0.165, 0.162, 0.177, 0.092, 0.119],
  "lumo_energy_ha": 0.007,
  "total_energy_ha": -1130.88049,
  "homo_energy_ev": -11.89
}

[5]
{
  "formula": "C2H2F3O6PS",
  "method": "ωB97M-V/def2-TZVPD",
  "symbols": ["C", "C", "O", "O", "O", "O", "O", "O", "F", "F", "F", "P", "S", "H", "H"],
  "positions_angstrom": [[-0.69, -1.77, -1.87], [0.02, -0.05, 2.74], [2.66, -1.91, -0.70], [0.33, -2.09, 0.59], [1.41, -4.24, -0.66], [-1.73, -0.93, 0.51], [0.09, 0.33, -0.10], [-0.79, -1.25, -3.02], [-0.77, 1.03, 3.04], [1.26, 0.49, 2.72], [0.05, -0.70, 3.90], [1.39, -2.73, -0.92], [-0.50, -1.01, -0.18], [-1.30, -2.70, -1.66], [-0.14, -0.73, 1.96]],
  "lowdin_charge": [-0.509, -0.447, -0.486, -0.457, -0.522, -0.360, -0.345, -0.180, 0.061, 0.073, 0.083, 0.491, 0.448, 0.086, 0.063],
  "lumo_energy_ha": 0.223,
  "relative_energy_kj_mol": 88.7,
  "total_energy_ha": -1568.03338,
  "charge": -2,
  "homo_energy_ev": -0.22
}

[6]
{
  "formula": "C2H2FI",
  "method": "ωB97M-V/def2-TZVPD",
  "symbols": ["C", "C", "F", "I", "H", "H"],
  "positions_angstrom": [[-1.42, -0.94, -0.65], [0.60, 0.57, 0.50], [-1.93, -1.07, 0.50], [2.55, 0.34, -0.31], [-0.08, -0.43, -0.31], [0.28, 1.52, 0.27]],
  "lowdin_charge": [0.133, -0.578, 0.020, 0.617, -0.071, -0.121],
  "lumo_energy_ha": [-0.057, -0.033],
  "relative_energy_kj_mol": 651.6,
  "total_energy_ha": -474.66874,
  "homo_energy_ev": [-8.27, -8.63]
}

[7]
{
  "formula": "C2H2FKO2",
  "method": "ωB97M-V/def2-TZVPD",
  "symbols": ["F", "C", "C", "H", "O", "O", "H", "K"],
  "positions_angstrom": [[-0.81, -0.02, -1.94], [0.08, 0.77, -1.49], [1.18, 1.32, -1.41], [2.24, 1.39, -1.53], [-0.62, 1.10, 1.36], [0.53, 1.95, 1.70], [0.63, 2.53, 0.81], [1.15, -0.45, 1.52]],
  "lowdin_charge": [0.133, -0.241, 0.059, 0.044, -0.582, -0.417, 0.094, 0.908],
  "lumo_energy_ha": -0.019,
  "relative_energy_kj_mol": 533.3,
  "total_energy_ha": -927.45431,
  "homo_energy_ev": -6.95
}

[8]
{
  "formula": "C2H2FLiNaO2",
  "method": "ωB97M-V/def2-TZVPD",
  "symbols": ["H", "O", "C", "C", "O", "H", "Li", "Na", "F"],
  "positions_angstrom": [[-1.55, 3.29, 0.73], [-3.70, 2.04, 0.95], [-2.48, 1.93, 1.23], [-2.04, 1.60, 2.54], [-2.88, 1.25, 3.43], [-1.01, 1.88, 2.82], [-4.67, 0.94, 2.93], [-4.97, 1.02, -0.58], [-2.00, 0.92, -0.16]],
  "mulliken_spin": [0.071, 0.044, 0.097, 0.463, 0.213, 0.027, 0.018, 0.009, 0.057],
  "lumo_energy_ha": [-0.062, -0.067],
  "relative_energy_kj_mol": 384.8,
  "total_energy_ha": -497.47405,
  "spin_multiplicity": 2,
  "homo_energy_ev": [-4.98, -7.20]
}

[9]
{
  "formula": "C2H2FMgO3",
  "method": "ωB97M-V/def2-TZVPD",
  "symbols": ["H", "O", "Mg", "O", "C", "O", "C", "F", "H"],
  "positions_angstrom": [[0.13, -2.52, 0.19], [0.55, -1.82, -0.33], [2.07, 1.68, -0.20], [2.07, -0.24, -0.16], [1.54, -1.25, 0.25], [2.66, -2.69, 1.25], [2.41, -3.88, 1.51], [3.23, -4.80, 1.04], [1.40, -4.28, 1.68]],
  "mulliken_spin": [-0.020, 0.087, 0.059, 0.091, 0.680, 0.053, 0.036, 0.013, 0.001],
  "lumo_energy_ha": [-0.457, -0.465],
  "total_energy_ha": -602.29885,
  "charge": 2,
  "spin_multiplicity": 2,
  "homo_energy_ev": [-17.28, -19.25]
}

[10]
{
  "formula": "C2H2FMnO",
  "method": "ωB97M-V/def2-TZVPD",
  "symbols": ["C", "C", "O", "H", "F", "H", "Mn"],
  "positions_angstrom": [[0.67, 0.45, 0.08], [-0.24, -0.16, -0.73], [-1.29, 0.14, 0.08], [1.35, 1.28, -0.09], [0.90, -0.25, 1.27], [-0.32, 0.17, -1.78], [-1.06, -1.64, 1.18]],
  "mulliken_spin": [0.572, -0.499, 0.002, 0.022, -0.017, -0.053, 5.974],
  "lumo_energy_ha": [-0.006, -0.010],
  "relative_energy_kj_mol": 35.9,
  "total_energy_ha": -1403.30338,
  "spin_multiplicity": 7,
  "homo_energy_ev": [-7.22, -7.87]
}

[11]
{
  "formula": "C2H2FN2O2",
  "method": "ωB97M-V/def2-TZVPD",
  "symbols": ["C", "C", "N", "N", "O", "O", "F", "H", "H"],
  "positions_angstrom": [[1.15, -0.83, -0.65], [2.08, 0.04, -0.32], [-1.77, 0.01, 0.31], [-0.48, 0.25, 0.15], [2.78, 0.87, 0.05], [-2.33, -1.01, 0.46], [-0.24, 1.51, 0.48], [0.95, -1.76, -1.00], [-2.14, 0.92, 0.51]],
  "lowdin_charge": [0.304, -0.166, -0.052, 0.068, 0.321, 0.196, 0.065, 0.067, 0.197],
  "lumo_energy_ha": -0.301,
  "relative_energy_kj_mol": 29.7,
  "total_energy_ha": -436.64478,
  "charge": 1,
  "homo_energy_ev": -15.74
}

[12]
{
  "formula": "C2H2FN3",
  "method": "ωB97M-V/def2-TZVPD",
  "symbols": ["C", "C", "N", "N", "N", "F", "H", "H"],
  "positions_angstrom": [[1.60, 0.93, -0.36], [-1.13, 0.45, 0.20], [1.89, 1.17, 0.71], [-0.92, -0.71, 0.13], [-0.23, -1.65, -0.14], [-2.04, 1.35, 0.18], [1.00, 0.86, -1.25], [-0.19, -2.39, 0.52]],
  "lowdin_charge": [-0.127, -0.174, 0.069, -0.096, 0.068, 0.144, 0.058, 0.059],
  "lumo_energy_ha": -0.001,
  "relative_energy_kj_mol": 456.4,
  "total_energy_ha": -341.35294,
  "homo_energy_ev": -8.97
}

[13]
{
  "formula": "C2H2FN3O",
  "method": "ωB97M-V/def2-TZVPD",
  "symbols": ["H", "N", "C", "N", "N", "C", "F", "O", "H"],
  "positions_angstrom": [[-2.00, -1.60, 0.05], [-1.95, -0.57, -0.02], [-0.75, -0.21, 0.00], [-0.22, 1.05, -0.01], [1.13, 1.13, 0.01], [1.43, -0.13, 0.00], [2.66, -0.63, -0.02], [0.42, -0.98, 0.01], [-0.71, 1.94, -0.01]],
  "lowdin_charge": [0.071, 0.142, -0.460, 0.039, 0.149, -0.431, 0.154, 0.171, 0.165],
  "lumo_energy_ha": 0.028,
  "relative_energy_kj_mol": 13.7,
  "total_energy_ha": -416.75188,
  "homo_energy_ev": -8.95
}

[14]
{
  "formula": "C2H2FNO2",
  "method": "ωB97M-V/def2-TZVPD",
  "symbols": ["C", "C", "N", "O", "O", "F", "H", "H"],
  "positions_angstrom": [[-0.13, 0.10, 1.14], [0.22, 0.36, -0.79], [-0.02, -0.75, 0.07], [-0.52, 0.05, 2.26], [0.37, 1.12, 0.38], [-0.26, -2.10, -0.33], [1.05, 0.52, -1.52], [-0.73, 0.69, -1.23]],
  "lowdin_charge": [-0.505, -0.115, 0.048, 0.162, 0.088, 0.030, 0.153, 0.137],
  "lumo_energy_ha": 0.024,
  "relative_energy_kj_mol": 374.3,
  "total_energy_ha": -382.38788,
  "homo_energy_ev": -10.74
}

[15]
{
  "formula": "C2H2FNO2",
  "method": "ωB97M-V/def2-TZVPD",
  "symbols": ["C", "C", "N", "O", "O", "F", "H", "H"],
  "positions_angstrom": [[-0.08, -0.58, 1.49], [-0.03, 0.75, -1.38], [0.20, -0.37, -0.72], [-0.62, -0.45, 0.34], [-0.69, 1.67, -0.94], [0.89, 1.09, -2.30], [0.99, -0.82, 1.41], [-0.66, -1.28, 2.10]],
  "lowdin_charge": [0.134, -0.594, 0.082, -0.044, 0.083, 0.104, 0.117, 0.118],
  "lumo_energy_ha": [-0.080, -0.082],
  "relative_energy_kj_mol": 492.2,
  "total_energy_ha": -382.34295,
  "homo_energy_ev": [-9.89, -9.83]
}

[16]
{
  "formula": "C2H2FO2P",
  "method": "ωB97M-V/def2-TZVPD",
  "symbols": ["F", "O", "O", "C", "C", "P", "H", "H"],
  "positions_angstrom": [[-4.66, 1.08, 0.37], [-4.79, -0.12, -0.39], [-3.86, -1.05, 0.06], [-2.62, -0.73, -0.07], [-1.53, -0.31, -0.29], [-0.22, 0.91, -0.20], [0.56, -0.04, -0.95], [0.10, 0.24, 0.94]],
  "lowdin_charge": [-0.031, 0.041, 0.008, -0.214, -0.377, 0.795, -0.094, -0.129],
  "lumo_energy_ha": -0.002,
  "relative_energy_kj_mol": 964.0,
  "total_energy_ha": -668.76921,
  "homo_energy_ev": -9.98
}

[17]
{
  "formula": "C2H2FO2Pt",
  "method": "ωB97M-V/def2-TZVPD",
  "symbols": ["H", "O", "C", "C", "O", "F", "H", "Pt"],
  "positions_angstrom": [[0.05, -0.09, 1.77], [1.14, -0.57, -0.06], [0.43, 0.22, 0.69], [-1.06, 0.24, 0.32], [-1.42, -0.45, -0.64], [0.85, 1.55, 0.72], [-1.69, 1.07, 0.69], [0.13, -1.23, -1.34]],
  "mulliken_spin": [0.009, 0.408, 0.031, 0.004, 0.114, 0.013, 0.002, 1.419],
  "lumo_energy_ha": [-0.229, -0.298],
  "relative_energy_kj_mol": 70.9,
  "total_energy_ha": -446.53995,
  "charge": 1,
  "spin_multiplicity": 3,
  "homo_energy_ev": [-14.85, -16.02]
}

[18]
{
  "formula": "C2H2FO2S",
  "method": "ωB97M-V/def2-TZVPD",
  "symbols": ["C", "C", "O", "O", "F", "S", "H", "H"],
  "positions_angstrom": [[0.59, -0.96, -1.11], [-0.37, -0.42, -0.32], [-1.21, 1.27, 2.21], [1.12, 1.90, 1.41], [-1.64, -1.02, -0.30], [-0.31, 1.53, 1.09], [1.59, -0.54, -1.29], [0.22, -1.77, -1.70]],
  "lowdin_charge": [-0.092, -0.344, -0.561, -0.591, -0.128, 0.677, 0.031, 0.009],
  "lumo_energy_ha": 0.154,
  "relative_energy_kj_mol": 216.8,
  "total_energy_ha": -725.91197,
  "charge": -1,
  "homo_energy_ev": -3.38
}

[19]
{
  "formula": "C2H2FO3P",
  "method": "ωB97M-V/def2-TZVPD",
  "symbols": ["O", "P", "O", "O", "C", "C", "F", "H", "H"],
  "positions_angstrom": [[1.42, 1.69, -2.50], [0.64, 0.44, -2.18], [1.47, -0.85, -2.29], [-0.74, 0.35, -2.82], [0.33, 0.50, -0.33], [-0.30, -0.56, 0.35], [-0.60, -0.59, 1.79], [0.78, 1.46, 0.01], [-0.50, -1.45, -0.08]],
  "lowdin_charge": [-0.508, -0.057, -0.527, -0.512, -0.124, -0.154, -0.194, 0.044, 0.033],
  "lumo_energy_ha": 0.249,
  "relative_energy_kj_mol": 53.1,
  "total_energy_ha": -744.35567,
  "charge": -2,
  "homo_energy_ev": 0.96
}

[20]
{
  "formula": "C2H2HgO2",
  "method": "ωB97M-V/def2-TZVPD",
  "symbols": ["H", "O", "C", "C", "O", "H", "Hg"],
  "positions_angstrom": [[-1.16, -0.57, -0.92], [0.77, -1.06, 0.03], [-0.47, -0.59, 0.06], [-0.60, 0.94, -0.04], [0.31, 1.71, -0.12], [-1.13, -0.87, 0.92], [2.28, 0.44, 0.08]],
  "mulliken_spin": [-0.006, 0.152, 0.133, 0.711, 0.140, -0.013, 0.882],
  "lumo_energy_ha": [0.018, -0.087],
  "relative_energy_kj_mol": 26.1,
  "total_energy_ha": -381.15070,
  "spin_multiplicity": 3,
  "homo_energy_ev": [-7.92, -9.88]
}